ORCA calculation (ωB97M-V/def2-TZVPD) on a single C6H6O2 molecule.

- Charge: 0
- ΔE to the lowest compared entry with this formula, charge and spin: 436.2 kJ/mol
- LUMO level: -0.31 eV
- SMILES: C#C/C(C=O)=C/CO
- DFT total energy: -382.51961 a.u.
- HOMO: -9.41 eV
- Gap between HOMO and LUMO: 9.10 eV

Positions of all 14 atoms, in Å:
C (-2.419, -1.620, -1.117)
C (-1.275, -1.392, -0.638)
C (-0.342, -0.566, 0.141)
C (-0.128, -0.897, 1.548)
O (-0.964, -1.559, 2.159)
C (0.140, 0.507, -0.488)
C (1.075, 1.508, -0.242)
O (2.084, 0.886, 0.665)
H (-3.210, -1.987, -1.704)
H (0.583, -0.386, 2.096)
H (-0.133, 0.807, -1.587)
H (1.414, 2.079, -1.271)
H (0.750, 2.443, 0.190)
H (2.425, 0.177, 0.248)

ORCA calculation (ωB97M-V/def2-TZVPD) on 6 unconnected molecules or ions with the total composition C5H24N2O5.

- Charge: 0
- ΔE to the lowest compared entry with this formula, charge and spin: 54.5 kJ/mol
- LUMO level: 0.04 eV
- SMILES: CC[C@@H](N)CNC.O.O.O.O.O
- DFT total energy: -690.61109 a.u.
- HOMO: -8.33 eV
- Gap between HOMO and LUMO: 8.36 eV

Positions of all 36 atoms, in Å:
C (1.167, -0.665, 2.093)
C (1.425, 0.095, 0.797)
C (0.346, 1.130, 0.488)
N (0.244, 2.185, 1.498)
C (0.554, 1.791, -0.882)
N (0.000, 1.108, -2.043)
C (-1.456, 1.220, -2.129)
H (0.136, -1.009, 2.176)
H (1.815, -1.532, 2.212)
H (1.414, -0.015, 2.936)
H (2.405, 0.593, 0.788)
H (1.476, -0.608, -0.044)
H (-0.618, 0.618, 0.464)
H (1.110, 2.714, 1.549)
H (0.008, 1.835, 2.419)
H (0.131, 2.796, -0.871)
H (1.644, 1.885, -1.030)
H (0.242, 0.121, -2.096)
H (-1.779, 2.244, -1.973)
H (-1.752, 0.934, -3.143)
H (-1.982, 0.557, -1.430)
O (3.129, -1.951, -2.082)
H (3.474, -1.539, -1.270)
H (3.425, -1.362, -2.783)
O (-2.690, 1.878, 2.096)
H (-1.787, 2.084, 2.371)
H (-2.687, 0.901, 1.941)
O (-1.306, -2.530, 0.092)
H (-0.705, -3.108, 0.579)
H (-0.781, -2.193, -0.674)
O (0.323, -2.006, -2.069)
H (1.313, -2.090, -2.131)
H (0.006, -2.414, -2.894)
O (-2.591, -0.944, 1.922)
H (-3.486, -1.285, 1.940)
H (-2.165, -1.439, 1.183)

ORCA calculation (ωB97M-V/def2-TZVPD) on a single C20H33NO3 molecule.

- Charge: 0
- ΔE to the lowest compared entry with this formula, charge and spin: 33.3 kJ/mol
- LUMO level: 0.79 eV
- SMILES: CCCCOc1ccc([C@@](O)(CCC)CCN2CCOCC2)cc1
- DFT total energy: -1062.34802 a.u.
- HOMO: -8.00 eV
- Gap between HOMO and LUMO: 8.79 eV

Positions of all 57 atoms, in Å:
C (2.438, -4.641, 0.489)
C (0.989, -4.512, 0.938)
C (0.068, -4.157, -0.227)
C (-1.371, -3.918, 0.239)
O (-1.485, -2.845, 1.151)
C (-1.334, -1.566, 0.708)
C (-1.247, -0.589, 1.702)
C (-1.083, 0.739, 1.375)
C (-0.991, 1.147, 0.047)
C (-0.814, 2.615, -0.309)
O (-0.720, 2.805, -1.707)
C (-2.050, 3.413, 0.149)
C (-3.352, 2.855, -0.420)
C (-4.546, 3.715, -0.023)
C (0.447, 3.199, 0.381)
C (1.760, 2.767, -0.280)
N (1.876, 1.323, -0.382)
C (2.348, 0.713, 0.849)
C (2.309, -0.807, 0.714)
O (3.069, -1.255, -0.387)
C (2.624, -0.643, -1.573)
C (2.717, 0.880, -1.479)
C (-1.121, 0.177, -0.934)
C (-1.286, -1.162, -0.621)
H (3.073, -4.913, 1.330)
H (2.533, -5.412, -0.274)
H (2.798, -3.701, 0.078)
H (0.655, -5.451, 1.386)
H (0.910, -3.734, 1.700)
H (0.063, -4.966, -0.960)
H (0.449, -3.259, -0.717)
H (-2.039, -3.772, -0.620)
H (-1.724, -4.787, 0.803)
H (-1.313, -0.903, 2.732)
H (-1.033, 1.465, 2.173)
H (0.014, 2.263, -2.015)
H (-2.093, 3.418, 1.238)
H (-1.926, 4.441, -0.197)
H (-3.268, 2.818, -1.507)
H (-3.500, 1.835, -0.058)
H (-5.465, 3.304, -0.435)
H (-4.427, 4.730, -0.395)
H (-4.644, 3.756, 1.060)
H (0.446, 2.917, 1.432)
H (0.395, 4.289, 0.325)
H (2.601, 3.202, 0.287)
H (1.801, 3.189, -1.288)
H (1.694, 1.010, 1.669)
H (3.380, 1.035, 1.079)
H (2.741, -1.283, 1.596)
H (1.264, -1.123, 0.599)
H (3.262, -1.024, -2.373)
H (1.577, -0.922, -1.767)
H (2.363, 1.322, -2.414)
H (3.773, 1.169, -1.331)
H (-1.112, 0.460, -1.976)
H (-1.381, -1.875, -1.425)

ORCA calculation (ωB97M-V/def2-TZVPD) on a single C4H8NOP molecule.

- Charge: 0
- ΔE to the lowest compared entry with this formula, charge and spin: 274.8 kJ/mol
- LUMO level: 0.63 eV
- SMILES: CP[C@](C)(O)C#N
- DFT total energy: -628.46762 a.u.
- HOMO: -9.02 eV
- Gap between HOMO and LUMO: 9.65 eV

Positions of all 15 atoms, in Å:
C (1.883, 1.372, -0.496)
P (1.367, 0.001, 0.762)
C (-0.707, -0.399, 0.011)
C (-1.409, -1.387, 0.990)
O (-0.496, -0.899, -1.266)
C (-1.264, 0.885, 0.157)
N (-1.726, 1.925, 0.310)
H (2.013, 2.348, 0.028)
H (1.100, 1.116, -1.307)
H (2.967, 0.961, -0.748)
H (1.740, -0.956, -0.199)
H (-2.486, -1.501, 0.634)
H (-0.880, -2.324, 0.995)
H (-1.330, -0.838, 1.998)
H (-0.773, -0.305, -1.871)

Question: What is the charge in the second record?
Answer: 0